(1)
Density functional theory data (the ωB97M-V functional and the def2-TZVPD basis) for 8 unconnected molecules or ions with the total composition C30H45ClN9O3PS.

Structure (XYZ):
```
90
Properties=species:S:1:pos:R:3:forces:R:3:lowdin_charge:R:1
C 2.76237 3.48141 4.22864 -0.45 1.43 0.13 -0.1369
O 2.55726 2.06458 4.42794 1.17 0.33 -1.10 -0.2110
C 3.16916 1.26591 3.39143 0.34 -0.30 -1.60 -0.1928
C 2.18610 1.01655 2.12007 -1.45 -1.27 -1.05 -0.0136
C 1.26226 -0.23799 1.98595 1.82 3.64 -0.84 -0.0922
C 1.28000 -1.28390 3.19232 -0.24 -0.79 -0.74 -0.1689
C -0.14722 -1.56689 3.88338 0.59 -0.14 0.50 -0.2040
C -1.08668 -0.27822 4.07261 -1.06 -0.99 0.89 -0.1572
C -2.57457 -0.57079 3.48089 0.05 0.43 0.45 -0.2292
O -3.06430 -1.90383 3.86757 0.52 0.55 -0.98 -0.1393
C 0.36636 -0.41716 0.66292 2.72 4.18 -1.57 -0.2108
P -0.66325 -1.99422 0.57163 -0.48 -0.38 0.34 0.9344
C 0.62025 -3.39841 0.26854 -0.33 -0.34 -0.01 -0.2473
O -1.72939 -2.03163 -0.76756 2.18 -0.81 0.19 -0.3811
C 0.43008 0.70633 -0.40748 0.50 -0.92 1.61 -0.1117
C -0.45173 0.62917 -1.73874 0.83 -0.25 -0.46 -0.2090
C -1.96869 1.15020 -1.58465 0.43 1.47 0.60 -0.6507
C -2.47332 1.32736 -0.07183 -0.38 0.10 -0.15 -0.1363
Cl -3.15701 0.13355 -2.60349 0.96 0.79 0.87 0.5082
C 1.36494 1.99221 -0.28129 0.52 0.30 0.68 -0.2276
N 1.51993 3.07186 -1.24866 1.35 -2.28 4.56 -0.2792
S 2.71038 4.10753 -0.53464 -1.38 -2.87 1.39 0.8928
N 3.07578 3.34944 0.98025 -3.24 -3.04 -2.40 -0.2568
C 2.27088 2.14934 0.99857 -0.72 0.07 -1.04 -0.2181
H 2.76250 4.00968 5.25199 -0.08 -1.04 -1.45 0.0966
H 1.91598 3.95947 3.59958 1.23 -0.89 0.91 0.0931
H 3.74163 3.76197 3.71048 -1.19 -0.75 0.66 0.0852
H 3.58367 0.27910 3.81981 -1.07 1.59 -0.51 0.1249
H 4.09387 1.80065 2.93568 -1.49 -0.68 0.85 0.1213
H 1.62935 -2.29477 2.73911 -0.46 1.60 0.78 0.1082
H 2.02139 -1.04623 4.02595 -0.96 0.14 -1.52 0.1039
H -0.63192 -2.43621 3.31655 0.37 1.56 0.86 0.0613
H 0.08528 -1.98201 4.94094 -0.34 0.63 -1.79 0.1238
H -1.24776 -0.15006 5.21425 0.35 -0.22 -2.10 0.0592
H -0.64063 0.70881 3.70819 -0.60 -1.45 0.12 0.1117
H -2.63547 -0.47519 2.34416 0.15 0.04 1.65 0.0723
H -3.30510 0.16350 4.00310 1.16 -1.10 -1.12 0.1206
H -2.94235 -2.52951 3.11607 0.14 0.91 0.73 0.0623
H 1.67287 -3.10594 0.60521 -1.49 -0.36 -0.80 0.0524
H 0.55723 -3.72676 -0.82582 0.51 0.54 1.41 0.0481
H 0.27810 -4.28912 0.91310 0.46 1.40 -0.91 0.0279
H -1.36616 -2.61298 -1.48822 -0.43 0.98 0.71 0.0640
H 0.04488 1.30824 -2.53686 -0.72 -1.07 1.41 0.0993
H -0.37322 -0.43794 -2.18223 -0.40 1.82 0.93 0.0922
H -2.01911 2.20366 -2.06475 0.03 -1.88 0.71 0.1036
H -3.49276 1.87627 -0.08574 1.55 -1.20 0.00 0.0908
H -1.77849 1.99748 0.56618 -0.83 -1.13 -1.31 0.0929
H -2.54713 0.30969 0.45089 -0.07 1.53 -0.83 0.0412
C 3.37858 0.59036 -3.14910 -0.49 -0.79 -0.08 -0.0520
C 2.65291 -0.72066 -3.21732 -1.41 -2.51 -0.09 -0.2410
N 2.07689 -1.75437 -3.26911 1.93 3.62 0.22 0.1135
H 4.26100 0.49410 -2.51427 -0.10 -0.06 -0.07 0.0868
H 3.69151 0.89385 -4.14991 0.03 -0.14 0.08 0.0455
H 2.72202 1.35694 -2.73229 0.00 -0.14 0.01 0.0341
C -4.48984 -5.81187 3.44435 0.90 0.03 -0.14 -0.0585
C -3.00971 -5.76601 3.20383 2.81 0.11 -0.44 -0.2265
N -1.84155 -5.72916 3.01381 -4.07 -0.09 0.60 0.1274
H -4.94221 -6.58947 2.82663 0.13 0.07 0.04 0.0783
H -4.68824 -6.03053 4.49480 0.11 0.04 -0.10 0.0820
H -4.93695 -4.84927 3.19008 0.12 -0.07 0.03 0.0783
C -0.36897 -7.44244 0.56117 0.94 -0.06 -0.17 -0.0916
C 1.11137 -7.39417 0.32151 2.82 0.09 -0.47 -0.2571
N 2.27940 -7.35571 0.13230 -4.07 -0.11 0.66 0.1060
H -0.82022 -8.22058 -0.05709 0.14 0.06 0.01 0.0749
H -0.56850 -7.66137 1.61109 0.08 0.11 -0.11 0.0557
H -0.81786 -6.48089 0.30710 0.10 -0.09 0.07 0.0533
C 2.97608 0.86105 -7.50636 1.03 -0.13 0.40 -0.0904
C 4.34217 0.78971 -6.88931 2.63 -0.17 1.13 -0.2541
N 5.41694 0.73331 -6.39483 -3.75 0.23 -1.65 0.1090
H 2.23521 0.45778 -6.81522 0.14 0.04 -0.09 0.0491
H 2.72472 1.89782 -7.73195 0.08 -0.14 0.05 0.0609
H 2.95426 0.28025 -8.43006 0.06 0.04 0.12 0.0821
C -2.07059 2.65360 7.35604 0.33 -0.89 0.02 -0.0626
C -1.56314 1.24335 7.41851 0.97 -2.68 0.23 -0.2365
N -1.16294 0.13040 7.46752 -1.40 3.93 -0.04 0.1239
H -2.47149 2.94709 8.32762 0.06 -0.10 -0.08 0.0770
H -1.25675 3.32912 7.08743 -0.04 -0.14 0.02 0.0768
H -2.86015 2.73089 6.60655 0.09 -0.08 0.06 0.0760
C 0.52858 3.86837 -5.47787 -0.14 -0.76 -0.52 -0.0462
C 0.30101 2.66373 -6.34414 -0.53 -2.28 -1.60 -0.2379
N 0.12074 1.71293 -7.02763 0.48 3.45 2.39 0.1310
H 1.09284 4.62171 -6.03054 -0.05 -0.12 0.00 0.0828
H -0.43009 4.29314 -5.17327 0.05 -0.09 -0.04 0.0661
H 1.09153 3.58380 -4.58667 -0.08 -0.04 -0.08 0.0676
C -2.39058 4.75916 -7.92535 -0.28 0.31 0.82 -0.0667
C -2.87094 5.27989 -6.60289 -0.94 0.99 2.50 -0.2568
N -3.24954 5.68991 -5.55869 1.39 -1.44 -3.61 0.1100
H -3.23830 4.60336 -8.59454 0.05 0.03 0.13 0.0797
H -1.70555 5.47661 -8.38040 -0.09 -0.02 0.10 0.0793
H -1.86988 3.81002 -7.78357 -0.09 0.07 0.03 0.0526
```
Positions in Å, forces in eV/Å.

Computed properties:
- SMILES string: COCc1c(CCCCO)c(P(C)O)c(C[C@H](C)Cl)c2nsnc12.CC#N.CC#N.CC#N.CC#N.CC#N.CC#N.CC#N
- Electronic energy: -84029.4755 eV
- Molecular weight: 678.24 g/mol

---

(2)
Density functional theory data (the ωB97M-V functional and the def2-TZVPD basis) for a molecular structure, C30H45ClO2P2Pb.

Structure (XYZ):
```
81
Properties=species:S:1:pos:R:3:forces:R:3:lowdin_charge:R:1
Pb -0.43450 -1.26380 -2.01751 0.61 -2.43 4.67 1.3991
C -0.84020 -2.77173 3.01448 0.20 0.01 0.11 -0.1130
C 0.45840 -3.12273 2.55993 0.03 -0.03 0.06 -0.1127
C 0.68509 -1.45159 4.12073 -0.09 0.36 0.14 -0.1261
C -0.70235 -1.73819 3.98131 0.00 0.05 -0.19 -0.1198
C 1.40090 -2.30079 3.23429 0.16 0.01 -0.19 -0.1279
C -2.10533 -3.38479 2.56520 -0.37 0.04 -0.19 0.0043
H -2.09071 -3.54863 1.47920 -0.02 -0.02 0.25 0.0916
H -2.95550 -2.73958 2.81175 0.13 -0.21 -0.07 0.0835
H -2.27582 -4.36137 3.04475 0.10 0.20 -0.10 0.1210
C -1.78719 -1.04477 4.69937 -0.41 -0.15 0.24 0.0107
H -2.70675 -1.64139 4.66972 0.16 0.23 0.13 0.0911
H -1.99905 -0.06224 4.24711 0.15 -0.27 0.19 0.0814
H -1.50620 -0.87475 5.74842 -0.14 0.02 -0.28 0.1056
C 1.27232 -0.42893 5.00662 0.22 -0.05 0.36 0.0249
H 0.71200 -0.36888 5.95088 0.19 0.08 -0.25 0.1017
H 1.24921 0.56711 4.53430 -0.03 -0.21 0.07 0.0941
H 2.32001 -0.67409 5.23131 -0.31 0.19 -0.03 0.0984
C 2.86110 -2.28672 3.04399 0.35 -0.29 -0.18 0.0081
H 3.38216 -2.35888 4.01131 -0.11 0.04 -0.28 0.1079
H 3.17811 -1.35032 2.55396 -0.17 -0.22 0.15 0.1081
H 3.17284 -3.12584 2.40867 0.05 0.28 0.23 0.0915
C 0.78348 -4.16658 1.56757 -0.06 -0.08 -0.39 0.0099
H 1.09757 -5.10308 2.05496 -0.06 0.23 -0.04 0.1215
H 1.60689 -3.83810 0.92013 -0.17 -0.10 0.15 0.0986
H -0.08899 -4.39372 0.94362 0.24 -0.02 0.12 0.0847
C -1.22963 0.19316 -3.59230 -0.64 -0.40 -3.23 -0.3045
C -1.34058 -1.15101 -4.09052 -1.90 2.43 -2.30 -0.3200
C -0.26563 -1.72038 -4.99357 -0.40 -0.42 0.51 -0.1741
C 1.18159 -1.43416 -4.49051 0.87 -0.43 0.32 -0.1761
C 1.37673 -0.75532 -3.10313 1.35 0.28 0.46 -0.4478
C 1.85848 0.65648 -3.18478 2.94 2.00 -0.18 -0.4445
C 1.03021 1.57189 -4.10048 0.61 0.43 -0.56 -0.2252
C -0.44086 1.21641 -4.39608 -0.06 0.36 -0.15 -0.1679
H -0.38772 -1.35256 -6.03166 -0.11 0.13 0.59 0.1443
H 1.74538 -0.91224 -5.28306 -0.25 0.04 0.53 0.1316
H -0.37526 -2.81769 -5.06945 -0.29 0.50 0.03 0.1243
H -0.51567 0.95142 -5.46048 -0.05 -0.18 0.31 0.1202
H -2.11894 0.61438 -3.10062 0.07 -0.42 0.12 0.0745
H -2.33605 -1.61042 -4.15763 0.54 -0.13 0.60 0.1165
H -1.01003 2.15602 -4.32875 0.06 -0.27 0.07 0.1153
H 1.03214 2.61260 -3.72708 0.14 -0.46 0.00 0.0798
H 2.89257 0.58073 -3.61299 -0.81 -0.19 -0.53 0.0987
H 1.56072 1.61952 -5.07730 -0.48 0.11 0.53 0.1261
H 1.66485 -2.42274 -4.40110 -0.15 0.42 -0.12 0.1211
H 2.03171 -1.37724 -2.46326 0.09 0.42 -0.52 0.0780
P -4.27569 1.69171 -0.64656 2.49 -1.23 -2.77 1.0233
C -4.88370 1.95889 -2.38163 -0.96 0.69 0.21 -0.2445
C -4.31962 -0.16793 -0.51955 -0.41 -0.43 0.91 -0.2355
P 2.70083 1.93748 -1.78888 -2.12 -0.92 0.44 0.8943
C -2.58518 1.97725 -1.04289 -0.75 0.99 1.95 -0.0265
C 4.06462 0.95322 -1.08226 0.04 -0.10 0.37 -0.3078
C 3.69804 3.15247 -2.74596 -0.09 -0.27 -0.43 -0.3069
H -5.91226 2.32977 -2.30464 0.22 -0.06 -0.42 0.0503
H -4.86325 1.03082 -2.96454 0.01 0.14 0.35 0.0556
H -4.24476 2.70587 -2.86943 -0.39 -0.09 0.16 0.0501
H -4.11414 -0.67330 -1.48166 -0.08 0.62 0.37 0.0520
H -5.33155 -0.45825 -0.17994 0.47 0.13 -0.18 0.0593
H -3.59683 -0.52574 0.22933 -0.17 0.23 -0.20 0.0389
H 3.15986 3.51724 -3.63302 0.30 0.03 0.28 0.0347
H 4.66597 2.71318 -3.01686 -0.22 0.25 -0.23 0.0390
H 3.87273 3.99618 -2.05144 -0.13 -0.39 -0.38 0.0492
H -1.79540 1.58240 -0.38201 -0.01 -0.40 -0.40 0.0202
H -2.28482 2.85455 -1.64408 -0.25 -0.55 0.08 0.0750
H 3.87959 0.90249 -0.00005 0.24 -0.24 -0.33 0.0101
H 5.01708 1.46488 -1.27243 -0.19 -0.31 0.11 0.0394
H 4.08546 -0.06062 -1.49690 0.14 0.14 0.13 0.0408
Cl -0.18887 4.65845 4.99208 0.00 -0.03 -0.07 0.7161
C -0.02989 3.40375 3.82229 -0.01 -0.69 -0.81 -0.6679
C -1.14952 2.62064 3.47976 0.43 -0.17 -0.13 -0.0962
C -1.01442 1.58716 2.53497 0.28 0.57 -0.02 -0.0671
C 0.22953 1.34068 1.92443 -0.09 -0.02 0.31 -0.1535
C 1.34327 2.11854 2.28334 -0.32 0.24 0.12 -0.0194
C 1.20998 3.17525 3.19664 -0.41 -0.40 0.02 -0.0770
C 0.39566 0.24001 0.88727 1.62 -0.25 0.05 -0.6157
O -0.67969 -0.07924 0.25090 -0.18 0.02 -0.83 -0.2533
O 1.53637 -0.25586 0.71833 -1.79 0.44 0.01 -0.0264
H -2.10985 2.83020 3.95195 0.27 -0.09 -0.09 0.1091
H -1.88469 0.97628 2.25529 0.43 0.31 0.11 0.1034
H 2.31042 1.89898 1.82079 -0.41 0.14 0.14 0.1142
H 2.05324 3.81817 3.43605 -0.13 -0.18 0.00 0.1145
```
Positions in Å, forces in eV/Å.

Computed properties:
- Electronic energy: -72260.7793 eV
- Molecular weight: 742.29 g/mol
- Charge: +2